1.
The following is a quantum chemistry calculation of a structure of composition C9H9N3OSV, from OMol25.

Values from the calculation:
Total energy in Ha: -1929.18840
Spin multiplicity: 2
HOMO energy (spin up / spin down) in eV: -15.7870 / -15.7123
⟨S²⟩: 0.857
Gap between HOMO and LUMO (spin up / spin down) in eV: 4.9 / 5.0
Charge: +2
F_max in eV/A: 6.040

Last column: Löwdin spin population.
Geometry (Å):
C  2.178  0.745  -1.869  0.002
C  2.025  -0.256  -0.699  0.003
C  3.169  -0.357  0.351  0.001
N  0.967  -1.042  -0.632  0.026
C  -0.190  -0.469  -0.310  0.000
C  -0.435  0.962  0.041  0.020
C  -1.800  1.378  0.399  -0.003
C  -2.970  0.448  0.431  0.027
C  -2.780  -0.979  0.046  -0.001
N  -3.683  -1.999  -0.045  0.007
S  -2.767  -3.270  -0.564  0.002
N  -1.209  -2.682  -0.660  -0.002
C  -1.400  -1.383  -0.302  0.005
H  3.177  0.533  -2.335  0.000
H  2.138  1.772  -1.430  0.000
H  1.388  0.615  -2.648  0.000
H  3.119  0.454  1.113  0.000
H  3.142  -1.362  0.833  0.000
H  4.136  -0.312  -0.215  0.000
H  0.393  1.693  0.017  0.001
H  -2.000  2.441  0.671  0.000
H  -3.990  0.791  0.718  0.002
O  -0.932  1.384  4.248  -0.402
V  -1.676  0.895  2.841  1.312

---

2.
The following is a quantum chemistry calculation of a cluster of 2 separate species, C9H9N5O in total, from OMol25.

Values from the calculation:
Total energy in Ha: -696.60226
Spin multiplicity: 1
HOMO energy in eV: -14.8461
Gap between HOMO and LUMO in eV: 6.7
Charge: +2
F_max in eV/A: 7.233

Last column: natural (NBO) charge in e.
Geometry (Å):
C  14.418  -1.030  -0.949  -0.257
C  14.074  -0.855  0.369  -0.098
C  14.225  0.286  -1.596  0.477
C  13.833  0.583  0.591  0.453
C  -9.546  -1.567  0.808  -0.015
C  -9.429  -0.189  0.763  0.025
C  -11.592  -1.430  -0.297  0.039
C  -11.552  2.184  -1.030  0.164
C  -11.419  -0.009  -0.400  0.337
N  -10.649  -2.069  0.240  -0.332
N  -10.515  2.421  -0.382  -0.027
N  -12.138  0.958  -1.007  -0.544
N  13.415  1.294  1.537  -0.420
N  -10.275  0.487  0.095  -0.223
O  14.002  1.218  -0.733  -0.333
H  14.765  -1.842  -1.487  0.268
H  14.275  -1.541  1.140  0.272
H  14.460  0.374  -2.548  0.220
H  -9.076  -2.498  1.242  0.287
H  -8.403  0.169  1.149  0.278
H  -12.551  -1.904  -0.637  0.237
H  -11.928  3.064  -1.682  0.318
H  -12.778  0.689  -1.783  0.456
H  13.584  0.971  2.506  0.419

---

3.
The following is a quantum chemistry calculation of an isolated molecule of C9H9NO2, from OMol25.

Values from the calculation:
Total energy in Ha: -553.41441
Spin multiplicity: 1
ΔE to the lowest compared entry with this formula, charge and spin in eV: 5.484
HOMO energy (spin up / spin down) in eV: -7.3222 / -8.2609
Gap between HOMO and LUMO (spin up / spin down) in eV: 6.7 / 7.7
F_max in eV/A: 3.453

Last column: natural (NBO) charge in e.
Geometry (Å):
C  3.021  -0.414  0.370  -0.195
C  2.618  0.903  0.620  -0.210
C  2.073  -1.360  -0.026  -0.213
C  1.301  1.219  0.469  -0.182
C  0.746  -1.061  -0.253  -0.184
C  0.349  0.307  0.032  -0.125
C  -3.032  -0.845  -0.308  -0.063
C  -1.789  -0.113  -1.172  -0.566
C  -0.998  0.697  -0.298  0.476
N  -2.895  -0.855  0.950  -0.007
O  -1.953  -0.283  1.616  -0.432
O  -1.519  1.917  -0.044  -0.646
H  4.117  -0.630  0.472  0.222
H  3.181  1.732  0.988  0.221
H  2.544  -2.240  -0.338  0.217
H  1.001  2.320  0.688  0.194
H  -0.121  -1.746  -0.232  0.238
H  -3.911  -1.454  -0.690  0.225
H  -1.136  -0.926  -1.677  0.254
H  -2.538  0.439  -1.874  0.277
H  -1.057  2.393  0.708  0.500

---

4.
The following is a quantum chemistry calculation of an isolated molecule of C9H9NO2, from OMol25.

Values from the calculation:
Total energy in Ha: -553.40661
Spin multiplicity: 1
ΔE to the lowest compared entry with this formula, charge and spin in eV: 5.696
HOMO energy in eV: -8.6821
Structure (SMILES): Cc1cccnc1/C=C\C(=O)O
Gap between HOMO and LUMO in eV: 7.9
F_max in eV/A: 7.877

Last column: natural (NBO) charge in e.
Geometry (Å):
C  -0.502  1.501  -1.054  -0.697
C  0.610  0.813  -0.559  -0.017
C  1.825  1.336  -0.052  -0.177
C  3.000  0.622  0.363  -0.239
C  2.841  -0.800  0.512  0.032
C  0.692  -0.610  -0.358  0.100
C  -0.335  -1.492  -0.780  -0.062
C  -1.707  -1.237  -0.383  -0.353
C  -2.119  -0.077  0.471  0.723
H  -0.484  2.765  -1.280  0.245
H  -0.962  0.752  -1.814  0.252
H  -1.334  1.454  -0.111  0.270
H  1.776  2.404  -0.115  0.204
H  4.085  1.160  0.308  0.233
H  3.658  -1.322  1.011  0.197
H  -0.193  -2.530  -1.225  0.243
H  -2.522  -1.743  -0.833  0.224
H  -3.436  0.856  1.229  0.505
N  1.714  -1.340  0.161  -0.408
O  -3.509  0.226  0.265  -0.662
O  -1.292  0.430  1.328  -0.613

---

5.
The following is a quantum chemistry calculation of a structure of composition CBr2ClNO2, from OMol25.

Values from the calculation:
Total energy in Ha: -5851.37108
Spin multiplicity: 1
ΔE to the lowest compared entry with this formula, charge and spin in eV: 1.512
HOMO energy (spin up / spin down) in eV: -10.2318 / -8.5968
Gap between HOMO and LUMO (spin up / spin down) in eV: 9.2 / 7.2
F_max in eV/A: 1.135

Last column: natural (NBO) charge in e.
Geometry (Å):
C  1.890  -0.026  0.284  -0.394
N  -1.066  -0.045  -0.389  0.528
O  -1.302  0.094  0.762  -0.268
O  -1.668  -0.117  -1.404  -0.261
Cl  1.259  0.054  1.858  0.109
Br  2.702  1.515  -0.425  0.146
Br  2.623  -1.668  -0.288  0.140

---

6.
The following is a quantum chemistry calculation of a cluster of 2 separate species, CBr2NP in total, from OMol25.

Values from the calculation:
Total energy in Ha: -5582.12736
Spin multiplicity: 1
ΔE to the lowest compared entry with this formula, charge and spin in eV: 3.727
HOMO energy (spin up / spin down) in eV: -9.9687 / -9.9676
Gap between HOMO and LUMO (spin up / spin down) in eV: 6.1 / 6.1
F_max in eV/A: 5.691

Last column: natural (NBO) charge in e.
Geometry (Å):
C  -0.577  -0.530  -0.178  0.007
N  -1.470  -0.359  0.491  -0.527
P  2.377  0.004  -0.984  0.735
Br  3.428  1.787  0.168  -0.161
Br  3.071  -1.667  0.174  -0.054